A structure of composition C35H34N6ORh, computed with the ωB97M-V functional and the def2-TZVPD basis.

Structure (XYZ):
```
77
Properties=species:S:1:pos:R:3
H -4.45 4.04 -0.68
H -4.55 2.83 1.41
N 0.31 1.58 -1.65
H -0.73 -4.92 0.57
H -1.43 2.66 3.69
N 1.62 0.46 0.29
C 3.56 -3.21 0.91
C 0.51 -2.15 3.80
H 1.33 4.95 -3.26
C -4.11 -0.96 1.69
H -3.11 2.10 2.05
H 5.39 -2.12 0.88
C 2.35 -0.66 0.52
Rh -0.36 0.16 0.23
C -2.97 2.66 0.10
H -4.42 2.44 -1.44
C 0.37 2.80 2.48
H 2.49 2.85 4.08
C 1.40 2.26 -1.20
C -3.80 3.24 -1.02
C 0.48 0.33 3.10
H -0.13 -2.31 2.94
H 4.38 0.06 0.51
C 1.04 4.01 -2.81
C 3.18 2.37 0.45
H -1.10 -1.88 5.24
C -0.38 2.09 -2.65
C -0.04 3.30 -3.27
C 1.03 -0.73 3.83
C 4.31 -2.06 0.81
H 4.40 4.13 0.34
C 2.91 4.16 -1.16
N 0.23 -1.74 0.36
O -1.83 2.27 -0.09
C -2.76 -0.57 1.65
H 3.70 1.98 1.31
H 1.37 -2.82 3.68
H -1.61 -2.64 0.21
H -0.06 2.54 1.52
H 0.41 -2.41 5.95
H -0.58 -3.55 5.05
H 1.72 -5.24 0.95
C -4.54 -0.99 0.37
C 1.00 1.63 3.18
C 1.30 -4.25 0.78
H -1.25 1.53 -2.98
H 3.52 1.00 5.37
H -1.27 4.19 2.81
H -5.52 -1.25 0.01
C 2.12 1.68 -0.10
N -0.61 0.08 2.20
H 1.15 3.54 2.28
C 2.13 -0.46 4.64
C 1.80 3.50 -1.73
C -0.55 -2.80 0.37
C -1.78 -0.30 2.61
N -3.58 2.58 1.30
C -0.72 3.42 3.36
C -0.04 -4.08 0.58
H -1.96 -0.39 3.68
H 3.21 5.12 -1.57
H -4.69 -1.19 2.57
H 4.03 -4.18 1.07
H -3.38 -0.54 -1.50
H -0.63 3.66 -4.10
C -0.23 -2.52 5.08
C 2.16 -3.13 0.77
C 3.73 -0.80 0.61
C -3.43 -0.62 -0.42
H -0.30 3.87 4.26
C 2.66 0.81 4.73
C 1.57 -1.87 0.57
H -3.14 3.61 -1.80
C 2.09 1.84 4.01
N -2.37 -0.38 0.34
C 3.57 3.61 -0.10
H 2.57 -1.27 5.21
```

Charge ... +1
Frontier orbital gap (alpha / beta) ... 6.18 / 6.18 eV
Total energy ... -50840.3780 eV
Relative energy (zero: lowest compared OMol25 entry of this formula, charge and spin) ... 0.0 kJ/mol
LUMO level (alpha / beta) ... -3.47 / -3.47 eV
HOMO (alpha / beta) ... -9.65 / -9.65 eV